17
Properties=species:S:1:pos:R:3 method="wB97M-V/def2-TZVPD" homo_lumo_gap_ev=7.9575 mol_weight_g_mol=139.1 e_tot_ev=-13293.6535 relative_energy_ev=5.961 homo_ev=-13.0 charge=+1
O 1.799 -1.138 0.085
N -2.909 -2.057 -0.174
N -1.801 -2.345 -0.710
N 0.580 0.582 -0.910
N -1.001 -1.404 -0.231
C -2.883 -1.032 0.728
C 0.178 0.979 0.410
C -1.565 -0.602 0.725
C 0.940 -0.887 -0.948
C -0.772 0.503 1.215
H -0.969 0.759 2.338
H 1.120 -1.473 -1.916
H -3.726 -0.798 1.271
H 2.263 -2.051 0.108
H -0.103 0.799 -1.784
H 1.444 1.178 -1.117
H 0.963 1.582 0.887

***

15
Properties=species:S:1:pos:R:3 method="wB97M-V/def2-TZVPD" homo_lumo_gap_ev=10.8324 mol_weight_g_mol=90.1 e_tot_ev=-10399.8599 relative_energy_ev=0.990 homo_ev=-10.6 smiles=O.O.O.O.O
O -0.250 3.059 0.071
O -1.692 -3.275 0.868
O 0.339 1.949 -2.961
O 0.915 -1.055 2.279
O 0.147 -0.126 -0.546
H 0.055 1.026 -2.903
H -1.879 -3.136 1.804
H 0.893 -0.032 0.060
H 0.675 2.063 -3.857
H -0.364 -0.856 -0.172
H -0.198 3.714 -0.634
H 1.809 -1.394 2.413
H -0.341 2.218 -0.402
H -0.734 -3.384 0.828
H 0.624 -0.771 3.154

***

18
Properties=species:S:1:pos:R:3 method="wB97M-V/def2-TZVPD" homo_lumo_gap_ev=6.6634 mol_weight_g_mol=103.1 e_tot_ev=-9457.5071 relative_energy_ev=2.522 homo_ev=-2.5 smiles=[O-]CCCCCO charge=-1
O -0.649 -1.846 -0.290
O 2.271 0.174 -1.157
C 0.045 1.001 0.699
C 0.885 0.079 -1.607
C -1.284 -1.189 0.694
C -0.337 -0.264 1.497
C -0.060 0.941 -0.839
H 0.888 0.311 -2.681
H -0.592 1.833 1.022
H 1.099 1.247 0.855
H -1.046 0.532 -1.085
H -0.102 1.988 -1.127
H -0.756 0.048 2.456
H 0.587 -0.937 -1.471
H 0.542 -0.896 1.680
H -1.680 -1.957 1.403
H 2.341 -0.548 -0.522
H -2.153 -0.515 0.472

***

28
Properties=species:S:1:pos:R:3 method="wB97M-V/def2-TZVPD" homo_lumo_gap_ev=9.3233 mol_weight_g_mol=142.2 e_tot_ev=-11566.5546 relative_energy_ev=1.847 homo_ev=-8.3 smiles=C1CCNC1.C1CCNC1
N -0.634 -13.256 4.626
N 1.304 -12.791 0.646
C 0.452 -13.226 6.568
C 0.958 -13.661 -0.441
C 0.231 -12.350 5.341
C 0.655 -11.529 0.490
C 0.022 -11.550 -0.870
C -1.722 -13.408 5.553
C 0.670 -12.724 -1.583
C -1.028 -13.561 6.902
H 1.078 -14.090 6.273
H 0.172 -10.573 -1.368
H -1.433 -12.857 7.655
H 1.421 -10.740 0.616
H 0.983 -12.687 7.377
H 1.522 -12.342 -2.178
H 0.010 -13.291 -2.267
H -0.112 -11.382 1.275
H 0.160 -14.391 -0.205
H -2.401 -14.234 5.265
H -0.214 -11.362 5.568
H 0.964 -13.108 1.563
H -2.228 -12.455 5.305
H 1.179 -12.175 4.797
H -1.054 -14.577 7.342
H -0.178 -14.177 4.655
H -1.067 -11.746 -0.836
H 1.886 -14.230 -0.645

***

83
Properties=species:S:1:pos:R:3 method="wB97M-V/def2-TZVPD" homo_lumo_gap_ev=6.6489 mol_weight_g_mol=525.6 e_tot_ev=-38443.7033 relative_energy_ev=0.926 homo_ev=-4.6 charge=-1
Nb -5.524 2.156 1.931
O 0.672 -1.946 0.588
O 2.968 -4.880 -2.661
O 4.146 2.221 2.189
O -7.189 0.668 -0.392
N 1.991 -2.263 -1.977
N 5.163 0.073 3.790
C -5.786 -0.869 -1.437
C -2.785 2.717 0.279
C 5.192 1.406 1.690
C 7.018 1.615 3.475
C -5.012 -2.854 -0.364
C 3.035 -2.047 -4.164
C -5.755 -2.532 0.744
C -4.179 1.999 0.121
C 2.753 -5.282 -4.000
C -0.775 3.540 -1.113
C -6.505 -1.363 0.780
C 3.257 -2.409 -2.699
C -0.314 -2.899 0.971
C -7.401 1.369 0.868
C -2.320 3.412 -1.024
C 0.040 -0.694 0.258
C -5.038 -2.021 -1.481
C 1.161 0.346 0.153
C -0.072 2.154 -1.242
C 6.018 0.700 2.777
C 3.875 -3.803 -2.500
C -6.529 -0.510 -0.311
C 0.651 1.799 0.080
C 4.548 3.520 2.583
H -7.062 -1.120 1.679
H -0.417 -2.977 2.064
H -0.012 2.039 0.922
H 7.739 1.023 4.041
H -2.035 1.941 0.499
H 1.748 0.254 1.084
H 2.178 -2.566 -4.595
H 3.916 -2.281 -4.767
H 3.680 4.175 2.497
H -4.387 -3.745 -0.419
H -0.530 4.145 -1.995
H -4.977 0.475 2.452
H 4.758 -3.945 -3.138
H 4.862 3.527 3.630
H -4.168 2.878 2.929
H 1.937 -4.711 -4.449
H -4.633 2.339 -0.824
H 0.723 2.277 -1.998
H -6.589 2.267 3.435
H -2.709 2.907 -1.920
H -3.935 0.926 0.015
H 7.576 2.213 2.750
H 2.150 -2.411 -0.984
H -5.785 -0.199 -2.297
H -0.420 3.994 -0.176
H 2.454 -6.331 -3.987
H 4.697 0.638 1.089
H 5.833 1.973 1.002
H -0.542 -0.801 -0.667
H -2.763 3.405 1.132
H -0.734 1.358 -1.609
H 6.591 -0.091 2.283
H 4.223 -3.871 -1.465
H 1.844 0.062 -0.660
H -5.730 -3.203 1.601
H 1.399 -3.048 -2.242
H -6.057 3.866 1.492
H 2.842 -0.978 -4.262
H 5.347 3.911 1.947
H -0.025 -3.885 0.577
H -2.696 4.450 -1.002
H 6.539 2.293 4.181
H -8.035 2.239 0.637
H -4.481 -2.226 -2.393
H 3.658 -5.185 -4.606
H -7.992 0.774 1.588
H 4.515 0.784 4.123
H 4.559 -0.608 3.336
H 3.965 -1.681 -2.288
H 1.527 2.460 0.179
H -0.568 -0.431 1.140
H -1.279 -2.626 0.521

***

56
Properties=species:S:1:pos:R:3 method="wB97M-V/def2-TZVPD" homo_lumo_gap_ev=9.4862 mol_weight_g_mol=485.9 e_tot_ev=-63291.9650 relative_energy_ev=0.000 homo_ev=-9.0 smiles="CN(C)S(=O)(=O)c1ccc(Cl)c(NC(=O)COC(=O)CN2C(=O)[C@H]3CCCC[C@H]3C2=O)c1"
Cl 1.345 -0.875 -1.817
S 3.709 2.849 2.617
O -5.112 -2.619 -0.428
O -1.049 -0.823 0.477
O 2.721 3.033 3.637
O -0.064 3.882 -0.530
O -2.744 1.903 -0.863
O 5.001 2.355 3.010
O -2.161 0.091 -2.050
N 0.145 1.643 -0.927
N 3.829 4.280 1.743
N -3.198 -1.452 0.024
C -2.783 0.611 -1.159
C -2.836 -5.150 -1.721
C -3.076 -3.745 0.367
C 3.685 0.579 1.048
C -3.961 -2.603 -0.088
C -3.385 -5.083 -0.301
C 3.047 1.766 1.349
C -1.878 2.743 -1.624
C 4.942 4.254 0.826
C 1.986 0.138 -0.579
C -1.107 -3.423 -1.238
C -1.341 -4.852 -1.707
C 1.885 2.153 0.715
C 3.147 -0.243 0.072
C -1.660 -3.186 0.182
C -1.862 -1.691 0.288
C 1.329 1.336 -0.265
C 3.706 5.490 2.523
C -3.716 -0.129 -0.217
C -0.494 2.838 -0.955
H -2.942 -5.886 0.293
H -3.810 0.439 0.713
H 4.589 0.320 1.575
H -1.782 2.353 -2.644
H 3.395 6.305 1.869
H -4.468 -5.218 -0.307
H -2.336 3.733 -1.630
H 1.420 3.086 0.983
H 4.909 3.313 0.280
H -0.924 -4.970 -2.708
H -1.599 -2.738 -1.934
H 3.625 -1.174 -0.191
H -4.704 -0.248 -0.676
H -3.349 -4.420 -2.350
H -0.043 -3.187 -1.240
H 4.846 5.082 0.125
H -3.278 -3.847 1.442
H -0.953 -3.559 0.924
H 5.904 4.324 1.348
H -0.832 -5.553 -1.042
H 4.644 5.759 3.021
H -3.022 -6.142 -2.135
H 2.940 5.312 3.274
H -0.281 0.851 -1.403

***

8
Properties=species:S:1:pos:R:3 method="wB97M-V/def2-TZVPD" homo_lumo_gap_ev="7.2783 / 7.0018" multiplicity=4 mol_weight_g_mol=237.3 e_tot_ev=-34847.0928 relative_energy_ev=0.000 homo_ev="-11.2 / -12.6" charge=+1
Er 2.987 0.253 -0.162
O -1.876 1.693 -0.305
O -1.360 -0.972 1.334
C -1.502 -0.706 -0.910
C -1.709 0.562 -0.454
C -1.295 -1.555 0.227
H -1.527 -0.964 -1.967
H -1.078 -2.628 0.088

***

22
Properties=species:S:1:pos:R:3 method="wB97M-V/def2-TZVPD" homo_lumo_gap_ev="7.8985 / 7.1959" multiplicity=3 mol_weight_g_mol=398.2 e_tot_ev=-50484.1212 relative_energy_ev=0.020 homo_ev="-9.5 / -9.6"
Mo -0.255 -0.571 0.340
S 1.841 -0.181 -0.542
S -0.856 1.421 -0.657
F -1.306 -0.998 3.097
F 1.253 1.351 2.659
F 0.848 -1.390 2.893
F 0.282 0.711 4.490
F -0.881 1.669 2.929
O -1.378 -2.385 0.696
N 0.231 4.065 -3.014
N 3.784 1.963 -2.866
C 0.380 3.124 -2.372
C 0.132 0.825 3.169
C -0.161 -0.541 2.517
C 0.535 1.940 -1.577
C 2.854 1.655 -2.266
C -1.819 -2.839 -1.648
C -1.251 -2.111 -0.500
C 1.692 1.252 -1.528
H -1.102 -2.863 -2.465
H -2.143 -3.839 -1.364
H -2.679 -2.256 -1.991

***

15
Properties=species:S:1:pos:R:3 method="wB97M-V/def2-TZVPD" homo_lumo_gap_ev=10.9073 mol_weight_g_mol=141.9 e_tot_ev=-16134.2932 relative_energy_ev=0.000 homo_ev=-10.8 smiles=OB(O)C[C@H](F)C(F)F
F -3.187 0.726 -0.380
F -2.649 -1.281 0.353
F -0.920 0.916 1.266
O 1.823 1.304 -0.144
O 2.483 -0.785 1.039
C 0.263 -0.552 -0.178
C -0.917 0.384 -0.034
C -2.280 -0.259 -0.446
B 1.693 0.099 0.365
H 0.337 -0.774 -1.219
H 2.605 1.781 0.032
H 3.361 -0.597 1.140
H -0.657 1.193 -0.614
H 0.234 -1.609 0.260
H -2.188 -0.547 -1.441

***

19
Properties=species:S:1:pos:R:3 method="wB97M-V/def2-TZVPD" homo_lumo_gap_ev=8.9245 mol_weight_g_mol=104.2 e_tot_ev=-9367.0345 relative_energy_ev=4.159 homo_ev=-8.0 smiles="C=C(C)N.CNO"
O -1.156 2.134 -0.163
N -0.511 -0.727 1.712
N 0.089 1.412 0.151
C -0.136 -1.104 0.411
C 1.296 1.671 -0.856
C 0.999 -1.840 0.203
C -1.275 -1.213 -0.570
H 1.079 -2.509 -0.635
H -2.233 -0.918 -0.142
H -0.839 0.234 1.717
H 2.242 1.471 -0.361
H -1.341 -2.212 -0.992
H 1.122 1.052 -1.732
H 0.223 -0.844 2.396
H 1.247 2.726 -1.132
H -1.708 1.492 -0.630
H -1.083 -0.549 -1.415
H 0.373 1.887 1.008
H 1.613 -2.159 1.031

***

76
Properties=species:S:1:pos:R:3 method="wB97M-V/def2-TZVPD" homo_lumo_gap_ev="7.7286 / 7.0735" multiplicity=2 mol_weight_g_mol=650.6 e_tot_ev=-103445.2270 relative_energy_ev=0.000 homo_ev="-10.2 / -9.7" charge=+1
V -0.362 -1.121 -0.048
S -1.378 -2.254 1.813
S 0.572 -5.342 -1.757
P 1.729 -1.119 1.195
O 2.635 -2.452 1.093
O 0.076 -0.220 -1.880
O 1.621 -0.793 2.754
O 1.034 2.387 -5.875
O -1.902 -1.094 -1.605
O 2.856 -0.051 0.777
O -0.398 2.533 -7.477
N -0.035 2.139 -6.391
N -3.648 -2.127 0.411
N -3.739 -3.041 2.586
N 0.339 -2.930 -1.020
C -0.975 1.290 -5.628
C -0.713 1.115 1.249
C -1.246 2.558 -1.060
C -5.900 -2.100 3.379
C 2.790 -0.614 3.576
C 1.287 -2.943 -2.019
C -2.211 0.999 -6.177
C -1.084 -0.453 -2.330
C 3.252 0.063 -0.595
C -5.008 -2.281 -0.107
C -3.616 1.705 -1.138
C -0.582 0.823 -4.391
C -2.250 1.771 -0.516
C -3.089 0.206 -5.453
C -1.967 1.043 0.646
C 1.544 -4.169 -2.533
C -5.159 -3.306 2.821
C -0.116 -4.135 -0.789
C -3.097 -2.490 1.557
C -5.219 -3.626 -0.784
C 0.292 1.903 0.671
C -1.473 0.033 -3.676
C -2.724 -0.272 -4.205
C 0.017 2.622 -0.476
C 2.142 -3.700 1.594
H -3.619 2.147 -2.134
H 2.447 -4.480 0.899
H -4.059 -0.034 -5.866
H 1.740 -2.015 -2.325
H -5.618 -3.679 1.909
H -3.127 -3.202 3.372
H -3.949 0.669 -1.226
H 1.265 1.964 1.139
H -1.449 3.130 -1.958
H -0.536 0.616 2.193
H -5.858 -1.252 2.695
H 3.810 -0.823 -0.900
H -6.947 -2.350 3.552
H -5.195 -4.129 3.534
H -6.230 -3.693 -1.187
H 3.896 0.935 -0.665
H -3.401 -0.887 -3.627
H -0.854 -4.344 -0.029
H -5.074 -4.453 -0.086
H -2.985 -1.752 -0.261
H 0.388 1.072 -3.990
H 3.211 0.375 3.408
H 3.539 -1.372 3.349
H 1.055 -3.697 1.689
H 0.783 3.242 -0.924
H 2.379 0.204 -1.237
H -5.465 -1.785 4.327
H -4.347 2.242 -0.531
H -4.514 -3.754 -1.606
H -5.735 -2.104 0.681
H 2.462 -0.712 4.606
H -5.140 -1.476 -0.830
H 2.583 -3.894 2.571
H 2.240 -4.429 -3.311
H -2.467 1.391 -7.151
H -2.751 0.459 1.115

***

23
Properties=species:S:1:pos:R:3 method="wB97M-V/def2-TZVPD" homo_lumo_gap_ev=4.6543 mol_weight_g_mol=123.2 e_tot_ev=-11453.1068 relative_energy_ev=8.151 homo_ev=-12.8 charge=+1
O 1.066 -2.245 -1.005
O 0.318 -0.184 5.363
N -0.647 -0.245 -1.829
N -1.897 0.862 1.301
C 1.429 -1.504 -2.150
C -0.745 0.891 0.430
C -1.142 0.876 -1.065
C 0.769 -0.117 -2.045
H 1.267 0.656 -2.652
H 1.075 -2.035 -3.046
H -1.100 -0.224 -2.741
H -0.244 1.855 0.549
H -2.234 0.882 -1.011
H 1.785 -2.875 -0.876
H 2.509 -1.364 -2.249
H -0.927 1.864 -1.533
H 1.224 0.072 -0.995
H -1.863 1.429 2.132
H -2.304 -0.031 1.537
H 1.142 1.483 -0.747
H -0.155 0.021 0.738
H 0.750 -0.643 6.092
H -0.077 0.578 5.802

***

13
Properties=species:S:1:pos:R:3 method="wB97M-V/def2-TZVPD" homo_lumo_gap_ev=11.5556 mol_weight_g_mol=111.2 e_tot_ev=-24640.5151 relative_energy_ev=0.692 homo_ev=-15.2 charge=+1
K 1.071 -1.107 0.406
O -0.189 1.390 -0.447
O -1.482 -0.812 1.715
O -1.285 -0.993 -1.257
O 2.787 0.809 0.654
H 3.422 0.859 -0.038
H -1.945 -0.035 1.517
H -0.714 0.918 -1.068
H -2.245 -0.716 -1.224
H -1.977 -1.430 1.202
H 3.268 0.849 1.445
H 0.586 1.818 -0.872
H -1.291 -1.548 -2.034

***

13
Properties=species:S:1:pos:R:3 method="wB97M-V/def2-TZVPD" homo_lumo_gap_ev=10.0344 mol_weight_g_mol=89.1 e_tot_ev=-8808.4604 relative_energy_ev=2.068 homo_ev=-9.1 smiles="[H]/N=C/O.CC=O"
O 1.430 -1.023 -1.268
O -1.632 -1.145 0.624
N -1.698 0.769 -0.547
C 1.187 -0.124 -0.504
C 2.081 0.272 0.639
C -2.274 -0.278 -0.132
H -0.686 -0.846 0.687
H -2.246 1.365 -1.156
H 1.497 0.399 1.548
H 2.868 -0.469 0.797
H -3.248 -0.664 -0.454
H 2.535 1.238 0.404
H 0.186 0.507 -0.640

***

39
Properties=species:S:1:pos:R:3 method="wB97M-V/def2-TZVPD" homo_lumo_gap_ev="8.3708 / 8.5442" multiplicity=4 mol_weight_g_mol=478.5 e_tot_ev=-78204.5321 relative_energy_ev=0.000 homo_ev="-15.5 / -15.6" charge=+2
Nd 0.546 -0.971 -0.934
Cl 2.951 -0.165 -0.798
Cl 1.770 -2.824 -2.813
S -0.031 -2.228 1.403
P -0.040 1.690 -2.046
O -0.791 -2.216 -2.710
O -2.413 1.032 0.423
N -1.157 -0.773 3.363
N 1.155 -0.766 3.342
C 0.005 0.460 5.119
C -1.254 -0.300 4.759
C 0.032 -2.932 -3.318
C -0.007 -1.165 2.794
C -0.179 -3.861 -4.439
C 1.395 2.823 -1.850
C -1.374 2.927 -2.049
C -1.487 0.493 -0.022
C 0.031 1.219 -3.819
C 1.264 -0.290 4.734
H 1.432 3.532 -2.690
H 0.850 0.513 -4.014
H 0.180 2.127 -4.416
H 0.328 -4.813 -4.210
H -2.345 2.432 -2.200
H -1.392 -1.158 5.439
H -1.246 -4.055 -4.609
H -1.994 -1.144 2.916
H 1.415 -1.149 5.406
H 2.323 2.236 -1.798
H 1.975 -1.180 2.902
H 1.275 3.378 -0.908
H 0.273 -3.438 -5.355
H -0.912 0.740 -4.115
H -1.209 3.659 -2.856
H -2.156 0.318 4.817
H -1.379 3.453 -1.081
H -0.007 1.448 4.657
H 2.160 0.334 4.781
H 0.014 0.616 6.194

***

17
Properties=species:S:1:pos:R:3 method="wB97M-V/def2-TZVPD" homo_lumo_gap_ev=8.6098 mol_weight_g_mol=98.1 e_tot_ev=-8429.7142 relative_energy_ev=1.526 homo_ev=-7.7 smiles="C[C@@H]1CC=C(O)C1"
O -2.437 -0.811 1.281
C -1.335 -0.265 0.730
C 1.915 0.552 -0.139
C 0.767 -0.428 -0.357
C -1.281 0.775 -0.129
C -0.318 0.302 -1.182
C 0.019 -0.879 0.935
H 2.682 0.176 0.545
H -1.584 1.793 0.033
H -0.862 -0.424 -1.809
H 2.389 0.767 -1.105
H 0.030 -1.954 1.130
H 0.442 -0.382 1.826
H 1.138 -1.319 -0.872
H 1.532 1.503 0.255
H 0.051 1.087 -1.844
H -3.149 -0.493 0.704